Below is a molecular structure, C15H29N7O11PmS2 at a distorted geometry, with properties calculated with ωB97M-V/def2-TZVPD.

Its orbital gap (spin up / spin down) is 7.66 / 7.66 eV. Its expectation value of S² is 6.004. As for the spin multiplicity: 5. The calculation puts the energy relative to the best compared isomer or geometry (same formula, charge and spin) at 0.436 eV. As for the total charge: -1. As for the HOMO energy (spin up / spin down): -5.2 / -5.2 eV.

XYZ file:
```
65
Properties=species:S:1:pos:R:3:forces:R:3:mulliken_charge:R:1
Pm 0.449343 0.556032 0.194789 -0.465 -4.736 -1.128 0.585
O 0.127210 0.411412 2.828700 0.127 0.478 -0.138 -0.343
C 1.263203 -0.004619 3.561658 0.146 -0.524 0.220 -0.631
C 1.685438 -1.374929 3.026056 -0.273 0.465 0.197 -1.017
N 2.061373 -1.266836 1.623245 0.236 -0.126 0.160 0.997
C 1.840276 -2.519458 0.908933 -0.288 0.070 -0.114 -1.227
C 0.386245 -2.636591 0.425227 0.398 -0.689 0.278 0.787
O -0.017253 -3.764103 0.080226 0.279 -0.154 -0.043 -0.913
O -0.310232 -1.590929 0.383270 -0.384 -0.312 0.006 -0.099
C 3.437652 -0.816664 1.455110 0.097 0.168 -0.619 -0.910
C 3.649259 -0.397785 -0.032998 0.285 -0.407 0.745 0.334
O 4.789508 -0.386105 -0.487207 0.248 0.088 -0.050 -0.810
O 2.582634 -0.124401 -0.654066 -0.144 0.154 0.196 -0.132
H 0.150071 1.412509 2.742156 -0.201 -0.399 0.340 0.327
H 1.004334 -0.094460 4.631531 0.141 0.053 -0.242 0.419
H 2.078801 0.718014 3.449870 -0.086 -0.022 0.045 0.304
H 0.813211 -2.031936 3.097230 0.083 -0.017 0.041 0.409
H 2.502501 -1.794593 3.639610 -0.151 -0.004 -0.066 0.314
H 2.102614 -3.404691 1.508552 -0.044 0.104 -0.123 0.410
H 2.454360 -2.522645 0.001872 -0.092 -0.094 0.140 0.354
H 4.170335 -1.588525 1.748370 -0.089 0.186 -0.095 0.340
H 3.610316 0.085127 2.047686 -0.008 -0.095 0.046 0.324
N -1.988221 1.116790 1.142769 -0.328 0.495 0.177 -0.227
C -3.047769 1.428282 0.176945 0.000 -0.097 -0.580 0.486
C -4.377727 0.724658 0.496794 0.183 0.078 0.008 -1.379
C -4.298046 -0.801911 0.686832 -0.179 0.022 -0.173 0.225
C -4.769898 -1.608014 -0.538356 0.188 -0.034 0.421 -1.404
N -3.826109 -1.571022 -1.636346 0.203 0.277 -0.087 -0.182
C -2.631849 -2.184303 -1.580650 -0.373 -0.643 -0.548 0.444
N -1.691559 -1.823189 -2.454607 0.255 0.063 -0.171 -0.380
N -2.442215 -3.268047 -0.835576 -0.016 -0.117 0.263 -0.381
C -2.570061 1.038879 -1.258803 -0.449 0.210 0.810 -0.071
O -3.430242 1.041493 -2.158494 -0.135 0.216 -0.330 -0.865
O -1.383648 0.664594 -1.384577 0.046 0.225 0.055 -0.192
H -2.386538 0.771664 2.016456 0.314 0.086 -0.213 0.167
H -1.473078 1.978290 1.368712 -0.533 -0.220 0.249 0.391
H -3.260758 2.509306 0.146083 0.093 -0.220 0.004 0.285
H -5.058489 0.953324 -0.325709 -0.029 0.081 0.093 0.493
H -4.790516 1.175743 1.404089 0.024 0.017 -0.019 0.410
H -4.928328 -1.089506 1.534352 0.084 -0.030 -0.015 0.438
H -3.268568 -1.088260 0.918630 -0.005 -0.132 0.094 -0.138
H -5.707903 -1.197032 -0.921324 0.038 -0.107 0.089 0.468
H -4.960455 -2.648642 -0.245753 -0.076 0.150 -0.118 0.322
H -3.798943 -0.654251 -2.108307 -0.011 -0.169 -0.059 0.445
H -1.663938 -0.849111 -2.754743 -0.064 -0.080 0.192 0.262
H -0.767125 -2.206499 -2.315418 -0.059 -0.043 0.043 0.309
H -3.150852 -3.501720 -0.162586 -0.044 0.075 -0.053 0.275
H -1.463630 -3.538376 -0.544986 -0.189 0.091 -0.085 0.224
O 0.005364 2.879930 2.120064 0.203 0.261 -0.308 -0.855
S 0.959858 3.037055 0.979027 0.665 3.723 1.882 1.274
O 1.960375 1.947619 1.130127 0.814 0.436 0.311 -0.426
O 0.187957 2.693376 -0.258186 -0.565 1.490 -0.519 -0.605
O 1.550095 4.348056 0.906977 -0.122 -0.407 -0.105 -0.791
S 1.023219 -0.079532 -3.095366 -0.468 -0.476 -0.181 -0.565
C 2.192962 1.060999 -2.799644 0.099 0.208 -1.141 0.102
N 3.490097 0.920015 -3.171847 -0.180 0.175 0.352 -0.169
C 4.278957 2.027690 -2.659356 0.428 0.247 -0.126 -0.470
C 3.232818 2.949053 -1.998153 0.211 0.311 0.130 -0.323
N 1.974470 2.311171 -2.348139 -0.014 -0.289 0.363 -0.036
H 3.880876 -0.009017 -3.127512 -0.208 0.032 0.064 0.309
H 4.781836 2.523137 -3.498194 -0.009 0.059 0.175 0.285
H 5.031138 1.670264 -1.954459 -0.096 0.015 0.027 0.257
H 3.268225 3.967697 -2.396462 0.038 -0.125 0.067 0.363
H 3.335186 3.002337 -0.908942 0.100 -0.025 -0.135 0.080
H 1.151834 2.513191 -1.765183 0.347 -0.013 -0.700 0.324
```
Positions in Å, forces in eV/Å.